P:
A cluster of 2 separate species, C5H15NO in total, computed with ωB97M-V/def2-TZVPD.

Each line ends with the Löwdin charge.
Atoms and positions in Å:
1 C 1.19 -1.06 1.29  -0.09
2 C 0.60 -0.41 0.02  -0.29
3 N -0.84 -0.24 0.09  -0.22
4 C -1.19 0.61 1.27  -0.07
5 C -1.28 0.38 -1.15  -0.29
6 C -2.79 0.58 -1.25  -0.10
7 H 1.93 -1.83 1.06  0.06
8 H 1.68 -0.31 1.91  0.06
9 H 0.42 -1.55 1.88  0.07
10 H 1.19 0.50 -0.14  0.11
11 H 0.78 -1.07 -0.79  0.10
12 H -2.03 1.26 1.01  0.07
13 H -0.35 1.24 1.55  0.09
14 H -1.54 -0.03 2.06  0.08
15 H -1.02 -0.27 -1.98  0.11
16 H -0.73 1.32 -1.33  0.12
17 H -3.28 -0.33 -0.91  0.08
18 H -3.20 1.45 -0.74  0.06
19 H -3.07 0.82 -2.29  0.07
20 O 4.83 -0.32 -0.70  -0.06
21 H 4.56 -1.07 -0.17  0.02
22 H 4.11 0.31 -0.70  0.03

Properties
SMILES = CCN(C)CC.O
HOMO level = -8.80 eV
Frontier orbital gap = 0.3546 hartree
Multiplicity = 1

***

Q:
A cluster of 2 separate species, C5H15NO in total, computed with ωB97M-V/def2-TZVPD.

Each line ends with the Löwdin charge.
Atoms and positions in Å:
1 C 2.41 1.53 -1.20  -0.12
2 C 1.43 0.51 -0.59  -0.25
3 C 0.35 1.21 0.24  -0.38
4 C -0.45 2.13 -0.69  -0.08
5 C -0.64 0.10 0.72  -0.27
6 N -1.51 0.65 1.79  -0.02
7 H 3.33 1.14 -1.63  0.06
8 H 1.96 2.09 -2.05  0.07
9 H 2.60 2.31 -0.44  0.08
10 H 0.97 -0.01 -1.44  0.11
11 H 2.00 -0.27 -0.07  0.11
12 H 0.75 1.59 1.18  0.14
13 H 0.15 3.05 -0.64  0.08
14 H -0.55 1.72 -1.68  0.08
15 H -1.42 2.34 -0.24  0.07
16 H -1.30 -0.32 -0.03  0.11
17 H -0.11 -0.76 1.18  0.11
18 H -0.88 0.87 2.55  0.06
19 H -2.20 -0.06 2.03  0.06
20 O -1.16 -5.06 -0.18  -0.07
21 H -1.65 -5.69 -0.74  0.04
22 H -1.90 -4.54 0.17  0.03

Properties
SMILES = CC[C@@H](C)CN.O
HOMO level = -9.10 eV
Frontier orbital gap = 0.3612 hartree
Multiplicity = 1

***

R:
A structure of composition C5H15NO, computed with ωB97M-V/def2-TZVPD.

Each line ends with the Löwdin charge.
Atoms and positions in Å:
1 C 1.93 -0.55 -1.15  -0.48
2 C 1.92 -0.87 0.33  -0.09
3 C 1.97 -1.76 -2.09  -0.12
4 N 0.64 0.05 -1.69  -0.03
5 H 2.70 0.20 -1.39  0.12
6 H 0.77 0.82 -2.34  0.08
7 H 0.00 0.35 -0.95  0.04
8 H 1.21 -1.64 0.62  0.08
9 H 0.86 -1.13 -2.61  0.15
10 H 2.74 -1.60 -2.85  0.03
11 H 2.88 -1.29 0.64  0.07
12 H 1.79 0.00 0.99  0.06
13 H 1.98 -2.70 -1.54  0.04
14 C -2.27 0.43 1.57  -0.30
15 C -2.98 1.76 1.77  -0.09
16 O -1.13 0.59 0.74  -0.11
17 H -0.66 1.41 0.92  0.08
18 H -2.92 -0.30 1.08  0.11
19 H -2.02 -0.06 2.52  0.11
20 H -3.22 2.22 0.81  0.08
21 H -2.31 2.49 2.24  0.07
22 H -3.86 1.58 2.39  0.08

Properties
HOMO level = -7.94 eV
Frontier orbital gap = 0.3205 hartree
Multiplicity = 1

***

S:
A cluster of 2 separate species, C5H15NO in total, computed with ωB97M-V/def2-TZVPD.

Each line ends with the Löwdin charge.
Atoms and positions in Å:
1 C -0.61 1.10 1.83  -0.11
2 C -0.64 0.40 0.50  -0.43
3 C -1.73 -0.65 0.53  -0.10
4 C 0.72 -0.13 0.03  -0.40
5 C 0.45 -1.18 -1.06  -0.10
6 N 1.60 -0.77 1.10  0.02
7 H -1.58 1.60 2.00  0.08
8 H 0.10 1.98 1.85  0.10
9 H -0.33 0.44 2.69  0.08
10 H -0.91 1.26 -0.20  0.15
11 H -2.16 -0.86 -0.48  0.09
12 H -1.38 -1.49 1.10  0.08
13 H -2.68 -0.33 0.94  0.07
14 H 1.40 0.65 -0.38  0.12
15 H -0.13 -0.91 -1.91  0.06
16 H 1.43 -1.26 -1.54  0.08
17 H 0.04 -2.04 -0.56  0.06
18 H 1.21 -0.76 2.03  0.03
19 H 1.84 -1.80 0.94  0.09
20 O 1.31 1.49 -2.76  -0.08
21 H 0.87 2.32 -3.09  0.07
22 H 1.18 0.93 -3.55  0.05

Properties
SMILES = CC(C)[C@H](C)N.O
HOMO level = -8.85 eV
Frontier orbital gap = 0.3496 hartree
Multiplicity = 1

***

Most stable: Q. Least stable: R.

***

P:
A cluster of 2 separate species, C5H15NO in total, computed with ωB97M-V/def2-TZVPD.

Each line ends with the Löwdin charge.
Atoms and positions in Å:
1 C -1.42 1.11 -1.66  -0.08
2 C -0.95 0.33 -0.34  -0.22
3 C 0.56 0.34 -0.07  -0.47
4 C 0.68 1.18 1.15  -0.11
5 N 0.94 -1.07 0.11  -0.09
6 C 1.21 -1.77 -1.23  -0.08
7 H -0.97 2.06 -1.65  0.05
8 H -2.34 1.02 -1.96  -0.01
9 H -1.12 0.56 -2.64  0.10
10 H -1.47 0.89 0.52  0.11
11 H -1.45 -0.63 -0.34  0.09
12 H 1.15 0.89 -0.99  0.18
13 H 1.58 1.82 1.15  0.08
14 H 0.09 2.15 1.21  0.11
15 H 0.60 0.53 2.01  0.05
16 H 1.83 -1.01 0.56  0.09
17 H 2.04 -1.30 -1.81  0.08
18 H 0.28 -1.59 -1.74  0.05
19 H 1.54 -2.79 -0.98  0.08
20 O -0.80 -0.89 3.33  -0.13
21 H -1.65 -0.64 2.90  0.04
22 H -0.31 -1.19 2.45  0.08

Properties
SMILES = CC[C@@H](C)NC.O
HOMO level = -9.57 eV
Frontier orbital gap = 0.3885 hartree
Multiplicity = 1

***

Q:
A cluster of 2 separate species, C5H15NO in total, computed with ωB97M-V/def2-TZVPD.

Each line ends with the Löwdin charge.
Atoms and positions in Å:
1 C 0.36 1.49 -2.56  -0.13
2 C 0.41 1.58 -1.06  -0.25
3 C -0.34 0.33 -0.48  -0.21
4 C -0.22 0.40 1.09  -0.23
5 C -1.46 -0.04 1.86  -0.32
6 N -1.45 -1.49 2.08  -0.09
7 H -0.48 1.95 -3.16  0.11
8 H 0.61 0.44 -2.78  0.07
9 H 1.18 1.85 -3.03  0.01
10 H 1.49 1.56 -0.70  0.14
11 H -0.15 2.36 -0.84  0.05
12 H -0.05 -0.63 -0.91  0.07
13 H -1.43 0.32 -0.81  0.12
14 H -0.08 1.40 1.26  0.05
15 H 0.70 -0.09 1.44  0.10
16 H -2.35 0.37 1.35  0.11
17 H -1.20 0.30 2.99  0.14
18 H -2.13 -1.97 1.38  0.08
19 H -0.47 -2.08 2.03  0.13
20 O 2.13 -1.67 -0.58  -0.10
21 H 2.60 -2.35 0.13  0.14
22 H 2.29 -2.23 -1.31  -0.01

Properties
SMILES = CCCCCN.O
HOMO level = -8.45 eV
Frontier orbital gap = 0.3274 hartree
Multiplicity = 1

***

Most stable: P. Least stable: Q.

***

P:
A cluster of 2 separate species, C2H8NO2P in total, computed with ωB97M-V/def2-TZVPD.

Each line ends with the Löwdin charge.
Atoms and positions in Å:
1 C -1.12 0.66 1.43  -0.23
2 C -0.86 -0.32 -1.60  -0.20
3 N 3.26 -0.68 -0.55  -0.07
4 O -0.30 -1.85 0.54  -0.40
5 O 2.51 0.42 -0.27  -0.21
6 P -0.28 -0.45 0.19  0.69
7 H -1.97 0.04 1.80  0.04
8 H -0.48 0.82 2.27  0.02
9 H -1.54 1.62 0.96  0.07
10 H -0.84 0.76 -1.93  0.06
11 H -0.16 -0.91 -2.16  0.02
12 H -1.81 -0.75 -1.57  0.01
13 H 2.84 -1.38 -1.13  0.07
14 H 3.55 -1.17 0.37  0.13

Properties
HOMO level (alpha / beta) = -9.69 / -7.50 eV
Frontier orbital gap (alpha / beta) = 0.3489 / 0.2664 hartree
Multiplicity = 1

***

Q:
The molecule C2H8NO2P, computed with ωB97M-V/def2-TZVPD.

Each line ends with the Löwdin charge.
Atoms and positions in Å:
1 C -1.44 -1.07 -0.65  -0.12
2 P 0.13 -0.65 0.32  0.62
3 C -0.09 0.94 1.40  -0.14
4 O 0.90 -1.75 0.93  -0.37
5 N 1.38 -0.02 -0.73  -0.22
6 O 0.85 1.08 -1.43  -0.18
7 H -1.71 -2.07 -0.27  0.06
8 H -2.04 -0.40 -0.09  0.01
9 H -1.28 -1.07 -1.67  0.02
10 H 0.62 0.91 2.24  0.04
11 H 0.28 1.64 0.65  0.02
12 H -1.12 1.06 1.74  0.03
13 H 2.14 0.30 -0.14  0.08
14 H 1.37 1.09 -2.30  0.13

Properties
SMILES = CP(C)(=O)NO
HOMO level = -9.68 eV
Frontier orbital gap = 0.3795 hartree
Multiplicity = 1

***

R:
A cluster of 2 separate species, C2H8NO2P in total, computed with ωB97M-V/def2-TZVPD.

Each line ends with the Löwdin charge.
Atoms and positions in Å:
1 C 1.35 1.26 -0.54  -0.31
2 P 0.09 0.06 0.15  0.73
3 C 1.05 -1.30 0.93  -0.29
4 O -0.43 -0.71 -1.21  -0.33
5 H 2.04 1.54 0.34  0.05
6 H 2.04 0.94 -1.41  0.06
7 H 0.81 2.11 -0.92  0.00
8 H 1.83 -0.91 1.48  -0.01
9 H 0.49 -2.19 1.34  0.06
10 H 1.46 -1.86 -0.04  0.08
11 H -1.06 -0.13 -1.60  0.00
12 N -3.05 0.32 0.09  -0.03
13 O -3.77 -0.41 0.78  -0.09
14 H -2.86 1.28 0.60  0.07

Properties
SMILES = CP(C)O.N=O
HOMO level = -8.39 eV
Frontier orbital gap = 0.2940 hartree
Multiplicity = 1

***

Most stable: Q. Least stable: P.